ORCA calculation (ωB97M-V with the def2-TZVPD basis set) on a 5-piece molecular cluster, C2H14O4 overall in a non-equilibrium geometry.

Each line ends with the Mulliken charge.
Geometry (Å):
C1 0.614 -1.386 1.896  -0.8146
C2 1.383 -1.873 0.662  -0.8703
H1 0.576 -2.249 2.570  0.3110
H2 -0.379 -0.994 1.755  0.2347
H3 1.214 -0.693 2.493  0.2497
H4 0.832 -2.361 -0.130  0.3004
H5 2.060 -1.059 0.369  0.2344
H6 2.112 -2.653 0.916  0.3531
O1 -2.084 -0.888 -1.288  -0.6508
H7 -1.581 -0.312 -0.715  0.3129
H8 -2.737 -0.296 -1.675  0.3210
O2 0.412 1.718 -0.819  -0.6003
H9 0.337 2.306 -0.070  0.3109
H10 0.518 2.225 -1.624  0.3037
O3 -0.709 2.503 1.546  -0.7066
H11 -0.065 1.784 1.653  0.3387
H12 -1.493 2.030 1.254  0.3369
O4 -0.369 0.995 -3.280  -0.6580
H13 -0.986 0.380 -2.865  0.3307
H14 0.346 0.823 -2.649  0.3626

Calculated values
- Electronic energy: -385.522673 Eh
- Kohn-Sham gap: 0.423 hartree
- SMILES: CC.O.O.O.O
- Spin multiplicity: 1
- LUMO level: 0.26 eV
- HOMO: -0.413 hartree

---

ORCA calculation (ωB97M-V with the def2-TZVPD basis set) on an isolated ion of composition C10H20N2P and charge +1 in a non-equilibrium geometry.

Each line ends with the Mulliken charge.
Geometry (Å):
C1 -3.339 -0.167 0.716  -0.6601
C2 -2.620 -1.569 0.618  -0.6953
N1 -1.183 -1.272 0.610  -0.3796
C3 -0.780 -0.656 -0.630  0.0962
C4 0.721 -0.330 -0.717  -1.5844
N2 1.576 -1.389 -0.360  0.0815
C5 3.068 -0.831 -0.152  -0.5832
C6 3.215 0.439 0.688  -0.5510
C7 2.259 1.549 0.155  -0.5716
C8 0.957 1.062 0.487  -0.5641
P1 -0.506 2.108 0.025  -0.1421
C9 -1.486 0.735 -0.796  -0.3479
C10 -3.003 0.713 -0.471  -0.8358
H1 -3.010 0.300 1.614  0.3948
H2 -4.451 -0.168 0.806  0.3546
H3 -2.756 -2.138 1.544  0.3594
H4 -2.835 -2.224 -0.245  0.3758
H5 -0.994 -0.620 1.365  0.2880
H6 -1.107 -1.183 -1.542  0.5405
H7 0.994 0.199 -1.632  0.5249
H8 1.540 -2.133 -1.053  0.3636
H9 1.207 -1.794 0.531  0.5256
H10 3.475 -0.705 -1.201  0.3158
H11 3.594 -1.600 0.376  0.4169
H12 4.301 0.787 0.628  0.3891
H13 3.064 0.310 1.913  0.2710
H14 2.380 2.555 0.649  0.3672
H15 2.363 1.819 -0.937  0.4083
H16 1.030 0.588 1.502  0.4980
H17 0.322 2.457 -1.031  0.0399
H18 -1.228 1.009 -1.824  0.5647
H19 -3.533 0.322 -1.268  0.4152
H20 -3.237 1.828 -0.367  0.3241

Calculated values
- Electronic energy: -843.578036 Eh
- Kohn-Sham gap: 0.345 hartree
- SMILES: C1CN[C@@H]2[C@@H]3[NH2+]CCC[C@H]3P[C@@H]2C1
- Spin multiplicity: 1
- LUMO level: -2.88 eV
- HOMO: -0.451 hartree
- Net charge: +1